No. 1
Here is a molecular structure, C4H6N2 at a distorted geometry from the Open Molecules 2025 dataset. Energies are from ωB97M-V/def2-TZVPD.

Geometry as ORCA input:
```
! wB97M-V def2-TZVPD RIJCOSX def2/J DEFGRID3
* xyz 0 1
C -2.16 -0.48 0.01
C 1.03 0.71 0.03
C 2.37 0.17 0.02
C 3.44 -0.36 0.03
H -2.08 -1.13 0.98
H -3.16 -0.11 -0.03
H -1.99 -1.54 -0.80
H -1.35 1.43 -0.40
H 0.83 1.85 0.04
H 4.29 -1.07 0.02
N -1.19 0.62 0.10
N -0.02 -0.09 0.00
*
```

Frontier orbital gap (eV): 9.089
ΔE to the lowest compared entry with this formula, charge and spin (kcal per mole): 118.5
HOMO (eV): -8.483
Lowest unoccupied orbital energy (eV): 0.61
DFT total energy (Ha): -265.3467



No. 2
Here is C4H6N2 in the gas phase at a distorted geometry from the Open Molecules 2025 dataset. Energies are from ωB97M-V/def2-TZVPD.

Geometry as ORCA input:
```
! wB97M-V def2-TZVPD RIJCOSX def2/J DEFGRID3
* xyz 0 1
C -0.83 -1.70 0.13
C -0.10 -0.40 0.07
C -0.16 0.56 -0.92
N 0.66 1.58 -0.45
C 1.09 1.18 0.81
N 0.66 0.01 1.10
H -1.44 -1.75 1.04
H -1.48 -1.82 -0.72
H -0.10 -2.50 0.10
H -0.75 0.51 -1.83
H 0.75 2.53 -0.85
H 1.70 1.80 1.52
*
```

Frontier orbital gap (eV): 9.445
ΔE to the lowest compared entry with this formula, charge and spin (kcal per mole): 4.9
HOMO (eV): -8.479
Lowest unoccupied orbital energy (eV): 0.97
DFT total energy (Ha): -265.5277
SMILES: Cc1c[nH]cn1



No. 3
Here is C4H6N2 in the gas phase from the Open Molecules 2025 dataset. Energies are from ωB97M-V/def2-TZVPD.

Geometry as ORCA input:
```
! wB97M-V def2-TZVPD RIJCOSX def2/J DEFGRID3
* xyz 0 1
N -1.45 1.62 -0.34
C -0.72 0.56 -0.31
C -0.41 -0.64 -0.98
C 0.72 -1.23 -0.37
C 1.18 -0.55 0.71
N 0.23 0.56 0.90
H 0.64 1.50 0.96
H -2.05 1.62 -1.16
H -0.91 -0.99 -1.87
H 1.19 -2.15 -0.72
H 1.94 -0.73 1.45
H -0.35 0.44 1.73
*
```

Frontier orbital gap (eV): 7.491
ΔE to the lowest compared entry with this formula, charge and spin (kcal per mole): 55.5
HOMO (eV): -6.727
Lowest unoccupied orbital energy (eV): 0.76
DFT total energy (Ha): -265.4471



No. 4
Here is C4H6N2 in the gas phase at a distorted geometry from the Open Molecules 2025 dataset. Energies are from ωB97M-V/def2-TZVPD.

Geometry as ORCA input:
```
! wB97M-V def2-TZVPD RIJCOSX def2/J DEFGRID3
* xyz 0 1
H 3.19 -1.48 0.26
N 2.59 -0.72 -0.22
N 1.76 -0.23 0.58
C 0.94 0.81 -0.01
C -0.37 0.12 -0.14
C -1.33 -0.39 -0.92
C -1.42 -0.65 0.55
H 1.28 1.03 -1.03
H 1.05 1.53 0.81
H -1.73 -0.44 -1.84
H -0.99 -1.63 0.98
H -2.02 -0.06 1.19
*
```

Frontier orbital gap (eV): 9.740
ΔE to the lowest compared entry with this formula, charge and spin (kcal per mole): 114.7
HOMO (eV): -9.040
Lowest unoccupied orbital energy (eV): 0.70
DFT total energy (Ha): -265.3528
SMILES: [H]/N=N/CC1=CC1



No. 5
Here is C4H6N2 in the gas phase at a distorted geometry from the Open Molecules 2025 dataset. Energies are from ωB97M-V/def2-TZVPD.

Geometry as ORCA input:
```
! wB97M-V def2-TZVPD RIJCOSX def2/J DEFGRID3
* xyz 0 1
C -1.91 -0.39 0.17
C -0.42 -0.16 0.18
C 0.23 1.10 0.03
N 1.42 0.67 -0.67
C 1.61 -0.58 -0.29
N 0.49 -1.18 0.11
H -2.44 0.39 0.72
H -2.19 -1.39 0.52
H -2.26 -0.30 -0.88
H 0.73 1.33 0.99
H 2.14 1.33 -0.93
H 2.61 -0.83 0.05
*
```

Frontier orbital gap (alpha / beta) (eV): 8.002 / 8.003
ΔE to the lowest compared entry with this formula, charge and spin (kcal per mole): 79.8
HOMO (alpha / beta) (eV): -7.810 / -7.810
Lowest unoccupied orbital energy (alpha / beta) (eV): 0.19 / 0.19
DFT total energy (Ha): -265.4085
SMILES: Cc1c[nH]cn1



No. 6
Here is C4H6N2 in the gas phase at a distorted geometry from the Open Molecules 2025 dataset. Energies are from ωB97M-V/def2-TZVPD.

Geometry as ORCA input:
```
! wB97M-V def2-TZVPD RIJCOSX def2/J DEFGRID3
* xyz 0 3
C -0.02 0.58 -0.64
C 0.84 -0.47 -0.23
C -1.08 1.57 -0.95
C 1.31 -1.52 0.66
N 1.36 0.54 -1.07
N 0.65 -0.56 -1.67
H -2.01 1.14 -0.59
H -1.30 1.71 -1.98
H -0.64 2.45 -0.36
H 0.94 -2.49 0.40
H 0.82 -1.40 1.67
H 2.32 -1.75 0.72
*
```

Frontier orbital gap (alpha / beta) (eV): 5.628 / 9.285
ΔE to the lowest compared entry with this formula, charge and spin (kcal per mole): 131.5
HOMO (alpha / beta) (eV): -4.610 / -10.833
Lowest unoccupied orbital energy (alpha / beta) (eV): 1.02 / -1.55
DFT total energy (Ha): -265.1608



No. 7
Here is C4H6N2O in the gas phase from the Open Molecules 2025 dataset. Energies are from ωB97M-V/def2-TZVPD.

Geometry as ORCA input:
```
! wB97M-V def2-TZVPD RIJCOSX def2/J DEFGRID3
* xyz 0 1
C 0.11 -1.50 -1.67
O 0.76 -0.35 -1.11
C 0.31 0.15 0.07
C -0.50 -0.34 1.07
N -0.89 0.68 1.91
C -0.28 1.75 1.48
N 0.48 1.51 0.37
H 0.58 -2.43 -1.32
H 0.25 -1.43 -2.76
H -0.97 -1.54 -1.46
H -0.75 -1.35 1.34
H -0.35 2.72 1.94
H 1.25 2.13 0.14
*
```

Frontier orbital gap (eV): 9.115
ΔE to the lowest compared entry with this formula, charge and spin (kcal per mole): 34.2
HOMO (eV): -8.227
Lowest unoccupied orbital energy (eV): 0.89
DFT total energy (Ha): -340.7404
SMILES: COc1cnc[nH]1



No. 8
Here is 2 unconnected molecules or ions with the total composition C4H6N2O from the Open Molecules 2025 dataset. Energies are from ωB97M-V/def2-TZVPD.

Geometry as ORCA input:
```
! wB97M-V def2-TZVPD RIJCOSX def2/J DEFGRID3
* xyz 0 1
C 1.38 1.34 0.31
C 0.16 0.58 -0.11
N 0.17 -0.04 -1.37
O -1.26 -0.31 -1.54
C -1.44 -0.78 -0.28
N -1.11 -2.06 -0.29
C -0.94 0.23 0.63
H 2.28 0.76 0.06
H 1.44 2.28 -0.25
H 1.37 1.55 1.38
H -0.96 -2.41 0.65
H 0.03 -1.51 -0.87
H -1.12 0.37 1.68
*
```

Frontier orbital gap (alpha / beta) (eV): 8.852 / 8.852
ΔE to the lowest compared entry with this formula, charge and spin (kcal per mole): 144.1
HOMO (alpha / beta) (eV): -8.953 / -8.953
Lowest unoccupied orbital energy (alpha / beta) (eV): -0.10 / -0.10
DFT total energy (Ha): -340.5652